Formula: C19H22IN2O4Se2Y
Source: the Open Molecules 2025 dataset
Level of theory: the ωB97M-V functional and the def2-TZVPD basis

```
51
Properties=species:S:1:pos:R:3:forces:R:3
Y -0.3419 0.6790 -0.1714 -2.85 0.85 2.33
C 1.6510 -2.2270 3.0418 -0.22 -0.22 0.65
C 1.8061 -2.7927 1.6842 -0.17 0.44 -0.20
N 2.2062 -4.0472 1.5118 -0.41 1.69 -0.24
C 2.4196 -4.4486 0.2410 -0.36 0.71 -0.92
C 2.2559 -3.6263 -0.8790 0.29 -0.68 0.68
C 2.5543 -4.2373 -2.2332 0.16 0.10 0.43
O 3.1974 -3.2855 -3.1170 -0.74 -0.94 -0.41
C 1.7782 -2.2904 -0.6986 -1.75 -0.05 0.43
C 1.2896 -1.5341 -1.8145 0.64 0.47 -1.00
N 0.7213 -0.3485 -1.8089 1.16 -1.28 0.35
C 0.6490 0.4842 -2.9271 -0.14 0.05 -1.59
C 0.2999 0.0120 -4.2165 0.77 0.18 -0.14
C 0.4566 0.8290 -5.3427 -0.83 -0.79 0.68
C 0.6945 2.1818 -5.1584 -0.17 0.45 -0.49
C 0.8841 2.7107 -3.8956 0.11 -0.78 0.24
C 0.9559 1.8537 -2.7942 0.41 -0.18 0.07
I 2.0095 2.5923 -1.0562 -0.50 -0.22 -0.69
C 1.4697 -1.8526 0.6209 0.68 0.41 -0.01
O 0.9977 -0.6499 0.9012 0.99 -2.10 -0.23
H 2.0946 -2.9166 3.7618 -0.10 0.27 0.09
H 0.5974 -2.0500 3.2674 -0.16 -0.29 0.03
H 2.0695 -1.2230 3.0996 0.42 -0.10 0.01
H 2.6640 -5.5015 0.1565 0.28 0.10 -0.30
H 1.6289 -4.6639 -2.6373 0.02 0.33 -0.36
H 3.2036 -5.0950 -2.0276 0.11 0.13 -0.29
H 2.9732 -3.5512 -4.0331 0.36 0.20 0.76
H 1.5051 -1.9801 -2.7860 0.11 0.22 0.04
H 0.0499 -1.0439 -4.3511 -0.01 0.36 0.17
H 0.2663 0.3886 -6.3278 0.18 0.37 0.36
H 0.7125 2.8515 -6.0173 0.01 -0.14 0.20
H 1.0275 3.7590 -3.7640 0.22 0.50 0.05
O -4.4264 2.7499 3.9087 -0.09 1.68 1.00
C -3.0547 3.0906 3.7112 0.85 -0.35 -0.61
C -2.4656 2.1828 2.5610 -0.17 0.03 0.31
C -0.9717 2.5832 2.5360 -0.08 0.01 -1.02
O -0.0754 1.5783 1.9063 -0.30 1.02 1.21
C -2.7786 0.7151 2.9214 0.25 -0.91 0.10
Se -2.4259 -0.7421 1.5595 0.56 0.71 -0.52
C -3.2072 2.4666 1.2183 -0.64 0.07 0.37
Se -2.2484 2.9636 -0.4018 1.21 -0.46 -0.47
H -4.8009 3.3705 4.5959 0.61 -1.04 -1.19
H -2.4709 2.9090 4.6481 -0.40 0.10 -0.54
H -2.8346 4.1389 3.3597 -0.73 -0.58 0.53
H -0.6224 2.8298 3.5373 0.30 -0.38 0.07
H -0.8296 3.4801 1.8967 -0.24 -0.55 0.40
H 0.2078 0.9436 2.5794 -0.12 -0.17 -0.25
H -3.8626 0.6013 3.1152 0.70 0.31 -0.07
H -2.2448 0.3355 3.8106 -0.16 0.52 -0.15
H -3.9241 3.2995 1.3486 0.18 -0.64 0.06
H -3.7113 1.5273 0.9593 -0.25 0.58 0.06
```
Forces are in eV/Å.

Calculated values
total charge: 0
E_tot: -6286.61625 Eh
molar mass: 716.13 g mol⁻¹
energy relative to the best compared isomer or geometry (same formula, charge and spin): 16.7 kJ/mol
E_HOMO: -6.718 eV
HOMO-LUMO gap: 0.1994 Ha



Formula: C19H22MnN3O3S
Source: the Open Molecules 2025 dataset
Level of theory: the ωB97M-V functional and the def2-TZVPD basis

```
49
Properties=species:S:1:pos:R:3:forces:R:3
Mn -0.2736 -0.0156 -0.1217 -0.39 -0.34 0.35
O -1.2266 1.2824 1.1569 0.12 0.08 -0.04
N -1.9282 0.8763 2.2151 0.06 0.04 -0.07
C -2.3939 1.8532 3.0278 -0.01 0.01 0.01
C -3.1359 1.5602 4.1325 -0.03 0.01 0.06
C -3.4088 0.2182 4.4158 -0.01 -0.06 0.02
C -2.9276 -0.7576 3.5824 0.00 -0.02 -0.04
C -2.1654 -0.4447 2.4390 0.03 0.02 0.03
S -1.5572 -1.6361 1.3653 -0.07 0.12 -0.05
H -2.1243 2.8517 2.7210 0.02 -0.02 -0.03
H -3.4918 2.3629 4.7611 0.00 -0.02 -0.01
H -3.9953 -0.0490 5.2857 0.03 0.00 -0.04
H -3.1190 -1.8051 3.7676 0.00 0.03 0.01
C 2.7402 -0.5194 3.2245 -0.03 -0.01 0.06
C 3.9474 -0.2592 2.6029 0.08 0.02 -0.03
C 3.9753 -0.0827 1.2273 0.13 -0.01 0.04
C 2.7880 -0.1691 0.5235 0.00 0.01 -0.22
N 1.6214 -0.4007 1.1276 -0.13 0.06 -0.10
C 1.5968 -0.5794 2.4456 -0.03 -0.03 0.02
C 2.7172 0.0208 -0.9551 0.02 0.01 0.16
C 3.8177 -0.1511 -1.7792 0.11 0.01 -0.03
C 3.6866 0.0798 -3.1386 0.09 -0.02 0.02
C 2.4621 0.4911 -3.6365 -0.01 0.02 -0.02
C 1.4069 0.6203 -2.7534 0.06 0.03 0.06
N 1.5225 0.3718 -1.4450 -0.19 0.05 -0.10
H 2.6754 -0.6692 4.2936 0.01 0.00 -0.04
H 4.8606 -0.1887 3.1789 -0.01 0.00 -0.01
H 4.9023 0.1403 0.7183 0.00 -0.01 0.04
H 0.6259 -0.7943 2.8745 0.00 0.02 -0.01
H 4.7613 -0.4734 -1.3624 0.00 0.00 -0.04
H 4.5335 -0.0545 -3.7995 -0.02 0.00 0.03
H 2.3227 0.7071 -4.6865 0.00 -0.01 0.02
H 0.4319 0.9495 -3.0841 -0.01 -0.02 0.01
C -2.1769 2.2800 -1.4511 -0.05 -0.03 -0.08
O -1.5506 1.0403 -1.8003 0.03 0.10 0.07
C -2.4563 0.1425 -2.4375 -0.05 0.09 0.00
C -1.6720 -1.0601 -2.8740 0.02 -0.08 0.02
O -1.0324 -1.5725 -1.7179 0.30 -0.05 -0.02
C -0.2376 -2.7312 -1.9605 -0.06 0.06 -0.07
H -2.4941 2.7965 -2.3587 -0.01 0.00 -0.02
H -1.4504 2.8792 -0.9138 0.05 0.00 0.01
H -3.0357 2.1005 -0.8040 -0.01 0.00 0.02
H -2.9125 0.6225 -3.3074 -0.02 0.04 0.00
H -3.2422 -0.1439 -1.7330 -0.01 -0.01 0.03
H -0.9307 -0.7926 -3.6342 0.03 -0.02 -0.02
H -2.3454 -1.8092 -3.2968 -0.02 -0.05 -0.02
H -0.8140 -3.4770 -2.5089 -0.03 -0.03 0.01
H 0.0448 -3.1382 -0.9932 0.01 0.02 0.05
H 0.6578 -2.4726 -2.5333 0.01 0.00 -0.02
```
Forces are in eV/Å.

Calculated values
total charge: +1
E_tot: -2676.22647 Eh
molar mass: 427.41 g mol⁻¹
energy relative to the best compared isomer or geometry (same formula, charge and spin): 26.3 kJ/mol
E_HOMO (spin up / spin down): -10.318 / -10.419 eV
2S+1: 6
<S²>: 8.7540
HOMO-LUMO gap (spin up / spin down): 0.2681 / 0.2679 Ha



Formula: C19H22N2O2
Source: the Open Molecules 2025 dataset
Level of theory: the ωB97M-V functional and the def2-TZVPD basis

```
45
Properties=species:S:1:pos:R:3:forces:R:3
C -4.4328 -1.6715 -0.6548 -0.07 -0.18 -0.11
O -3.9138 -0.5363 -0.0081 0.17 0.28 0.11
C -2.8687 0.1203 -0.5850 0.06 0.12 0.04
C -2.2811 -0.2198 -1.7969 -0.25 -0.24 0.04
C -1.2318 0.5448 -2.2815 0.08 0.11 -0.01
C -0.7435 1.6186 -1.5649 -0.02 0.03 -0.02
C -1.3061 1.9479 -0.3352 -0.31 -0.09 -0.18
C -0.7425 3.0892 0.4615 0.07 0.14 -0.04
C 0.7483 2.9404 0.7407 -0.24 0.17 -0.06
O 1.5370 3.8379 0.5201 0.08 0.25 -0.11
N 1.1909 1.7550 1.2301 0.55 -0.41 0.26
C 0.5003 0.5658 1.5345 -0.19 -0.17 0.12
C -0.5613 0.5823 2.4249 0.18 -0.15 0.05
C -1.2176 -0.5828 2.7761 -0.05 -0.02 0.03
C -0.7876 -1.7852 2.2468 -0.11 0.02 0.08
C 0.2933 -1.8209 1.3875 0.11 0.00 -0.16
C 0.9634 -0.6565 1.0063 -0.33 0.09 0.27
N 2.1131 -0.6978 0.2266 0.42 0.07 0.04
C 2.7997 -1.9543 0.0089 0.24 -0.07 0.10
C 4.0743 -1.5033 -0.6998 -0.09 -0.10 0.02
C 3.5955 -0.3479 -1.5906 0.00 0.02 0.03
C 2.2194 0.0401 -1.0244 -0.13 0.23 -0.36
C -2.3800 1.2124 0.1301 -0.14 -0.06 -0.21
H -3.6745 -2.4542 -0.7612 -0.02 0.03 -0.01
H -4.8410 -1.4237 -1.6403 0.03 -0.02 0.03
H -5.2362 -2.0341 -0.0153 0.05 -0.02 -0.08
H -2.6323 -1.0610 -2.3734 -0.06 -0.08 -0.02
H -0.7939 0.2910 -3.2364 0.04 -0.02 -0.07
H 0.0739 2.2076 -1.9534 0.13 0.06 -0.05
H -0.8514 4.0247 -0.0937 0.07 -0.07 0.14
H -1.2765 3.1976 1.4060 -0.02 0.03 0.00
H 2.2010 1.6861 1.2916 -0.10 0.12 -0.07
H -0.8551 1.5216 2.8669 -0.01 0.12 0.03
H -2.0469 -0.5514 3.4651 -0.09 0.01 0.06
H -1.2896 -2.7047 2.5090 -0.03 -0.08 0.03
H 0.6181 -2.7721 0.9959 0.07 -0.07 -0.05
H 2.9959 -2.4492 0.9608 -0.06 -0.07 -0.04
H 2.2297 -2.6362 -0.6423 -0.05 -0.02 0.05
H 4.5365 -2.3075 -1.2684 0.05 -0.04 0.01
H 4.7924 -1.1427 0.0360 0.00 -0.04 0.02
H 4.2890 0.4901 -1.5541 0.01 0.01 -0.06
H 3.5046 -0.6628 -2.6292 0.01 0.04 -0.02
H 1.4196 -0.2662 -1.7146 0.05 0.05 0.06
H 2.1302 1.1126 -0.8653 -0.07 -0.05 -0.07
H -2.8617 1.4563 1.0635 -0.02 0.03 0.15
```
Forces are in eV/Å.

Calculated values
total charge: 0
E_tot: -997.21222 Eh
molar mass: 310.40 g mol⁻¹
energy relative to the best compared isomer or geometry (same formula, charge and spin): 154.4 kJ/mol
E_HOMO: -7.942 eV
SMILES: COc1cccc(CC(=O)Nc2ccccc2N2CCCC2)c1
HOMO-LUMO gap: 0.3190 Ha



Formula: C19H22N2O3S
Source: the Open Molecules 2025 dataset
Level of theory: the ωB97M-V functional and the def2-TZVPD basis

```
47
Properties=species:S:1:pos:R:3:forces:R:3
C -6.2634 -0.0870 1.4519 0.24 -0.08 0.03
C -4.9310 -0.7579 1.1391 -0.24 -0.03 -0.17
C -4.7770 -1.1473 -0.3356 0.14 -0.07 0.09
C -4.8625 0.0447 -1.2967 -0.04 0.01 0.12
C -3.7987 1.1028 -1.0049 -0.08 -0.06 -0.05
C -2.4710 0.4554 -0.7778 -0.01 -0.23 0.05
C -2.3242 -0.8756 -0.5635 0.45 0.26 -0.04
S -0.6601 -1.3388 -0.3055 -0.82 0.31 -0.13
C -0.1652 0.3002 -0.4887 -0.26 -0.10 0.00
N 1.1630 0.6597 -0.3892 -0.26 0.23 -0.08
C 2.1361 -0.2564 -0.1250 0.46 0.27 -0.10
O 1.8655 -1.4310 0.0235 0.21 -0.08 0.08
C 3.5263 0.3327 0.0011 0.01 -0.14 -0.03
C 3.6300 1.0792 1.3503 0.03 -0.01 -0.09
C 5.0518 1.4843 1.5818 -0.04 0.09 0.03
C 5.9945 0.5680 1.4284 0.11 -0.02 0.05
C 5.5756 -0.8151 1.0450 -0.04 -0.05 -0.07
C 4.5923 -0.7615 -0.1451 0.01 -0.13 -0.06
C 5.3631 -0.5682 -1.4352 -0.24 0.30 -0.15
O 5.2121 0.3347 -2.2151 0.02 0.08 -0.12
O 6.2527 -1.5444 -1.6379 0.40 -0.57 0.07
C -1.2225 1.1508 -0.7322 0.30 -1.15 0.19
C -1.0614 2.5299 -0.9025 0.10 0.53 -0.05
N -0.9011 3.6606 -1.0307 0.09 0.38 -0.05
C -3.4371 -1.8647 -0.5592 -0.20 -0.17 -0.09
H -6.3658 0.0587 2.5248 -0.09 0.06 0.07
H -6.3398 0.8852 0.9723 -0.07 0.13 -0.04
H -7.0910 -0.7054 1.1105 -0.14 -0.03 -0.03
H -4.1107 -0.1029 1.4354 0.10 -0.02 0.06
H -4.8511 -1.6687 1.7381 0.10 0.00 0.02
H -5.5862 -1.8431 -0.5850 0.05 0.01 0.01
H -4.7194 -0.3297 -2.3130 -0.05 0.01 -0.05
H -5.8533 0.4970 -1.2506 -0.03 0.00 -0.07
H -4.0709 1.6846 -0.1189 -0.01 0.07 -0.01
H -3.7297 1.8079 -1.8374 -0.03 0.03 0.06
H 1.3909 1.6328 -0.5433 0.08 -0.11 0.02
H 3.6761 1.0616 -0.8039 -0.06 -0.09 0.12
H 2.9665 1.9443 1.3542 -0.03 -0.06 0.06
H 3.3085 0.4005 2.1475 -0.10 0.04 0.05
H 5.2648 2.5066 1.8484 0.13 0.14 0.06
H 7.0423 0.7811 1.5658 0.14 0.13 0.05
H 5.0566 -1.2802 1.8881 0.02 -0.09 -0.01
H 6.4272 -1.4413 0.7849 -0.08 -0.03 0.09
H 4.0975 -1.7372 -0.2186 0.07 0.13 -0.02
H 6.7258 -1.4011 -2.4728 -0.22 0.20 0.09
H -3.4570 -2.3911 -1.5194 -0.02 -0.06 0.05
H -3.2688 -2.6150 0.2165 -0.07 -0.06 0.01
```
Forces are in eV/Å.

Calculated values
total charge: 0
E_tot: -1470.67605 Eh
molar mass: 358.46 g mol⁻¹
energy relative to the best compared isomer or geometry (same formula, charge and spin): 73.6 kJ/mol
E_HOMO: -8.226 eV
SMILES: CC[C@H]1CCc2c(sc(NC(=O)[C@H]3CC=CC[C@@H]3C(=O)O)c2C#N)C1
HOMO-LUMO gap: 0.3242 Ha



Formula: C19H22N2O3S
Source: the Open Molecules 2025 dataset
Level of theory: the ωB97M-V functional and the def2-TZVPD basis

```
47
Properties=species:S:1:pos:R:3:forces:R:3
C -7.0490 0.1243 -1.5060 -0.01 -0.14 0.22
C -6.5739 -0.2465 -0.1058 0.15 0.27 -0.14
C -5.1560 0.2413 0.2046 -0.17 -0.42 0.13
C -4.7913 -0.0512 1.6639 0.09 0.33 -0.09
C -3.4720 0.6181 2.0450 -0.09 -0.10 0.06
C -2.4332 0.3202 1.0127 -0.10 -0.03 -0.21
C -2.7410 -0.1360 -0.2264 0.53 0.05 0.06
S -1.3280 -0.3989 -1.2200 -0.69 0.18 0.56
C -0.3152 0.1417 0.0618 -0.28 -0.03 -0.02
N 1.0564 0.2002 -0.0817 -0.14 0.12 0.26
C 1.6652 -0.2968 -1.1940 0.42 -0.04 -0.06
O 1.0037 -0.7417 -2.1118 0.32 -0.05 -0.15
C 3.1775 -0.2151 -1.2674 -0.07 0.15 -0.11
C 3.5288 0.8731 -2.2939 0.00 -0.15 0.04
C 5.0067 1.0923 -2.3720 -0.11 0.12 -0.09
C 5.8528 0.6625 -1.4520 0.13 -0.05 0.09
C 5.4311 -0.0759 -0.2208 -0.13 0.02 0.05
C 3.9249 0.0722 0.0419 0.11 -0.25 -0.03
C 3.5280 -0.9012 1.1324 0.07 -0.13 0.10
O 3.7214 -2.0841 1.1186 0.05 -0.12 -0.13
O 2.9206 -0.2700 2.1495 -0.11 0.48 0.37
C -1.0249 0.4864 1.1932 -0.13 -0.36 -1.15
C -0.4075 0.9018 2.3770 0.29 0.16 0.49
N 0.1267 1.2165 3.3450 0.19 0.11 0.30
C -4.1191 -0.4149 -0.7164 -0.15 0.10 -0.06
H -8.0920 -0.1559 -1.6337 -0.08 0.00 -0.10
H -6.9615 1.1967 -1.6664 0.00 0.12 -0.07
H -6.4672 -0.3876 -2.2678 0.03 -0.02 -0.14
H -7.2576 0.1929 0.6245 -0.01 -0.06 0.07
H -6.6151 -1.3313 0.0173 -0.01 -0.06 0.10
H -5.1186 1.3257 0.0516 0.01 0.05 -0.01
H -5.5837 0.3052 2.3244 -0.05 -0.05 0.01
H -4.7027 -1.1314 1.7985 -0.04 -0.09 0.03
H -3.1341 0.2741 3.0258 0.00 0.06 0.01
H -3.6098 1.7025 2.1128 0.00 -0.02 0.08
H 1.5767 0.5539 0.7110 0.04 -0.08 -0.08
H 3.5189 -1.1799 -1.6571 -0.08 0.04 0.06
H 3.1417 0.5786 -3.2714 -0.05 0.03 0.06
H 3.0360 1.8136 -2.0221 -0.08 -0.01 -0.05
H 5.3579 1.6369 -3.2360 0.16 0.07 -0.07
H 6.9147 0.8293 -1.5572 0.12 0.07 -0.12
H 5.9922 0.2964 0.6399 -0.01 -0.06 0.01
H 5.6699 -1.1390 -0.3279 -0.01 0.03 0.10
H 3.7153 1.0911 0.3812 0.00 -0.04 -0.03
H 2.6813 -0.8769 2.8684 0.06 -0.14 -0.23
H -4.2236 -0.0458 -1.7383 -0.08 -0.05 -0.05
H -4.2857 -1.4973 -0.7412 -0.10 -0.02 -0.05
```
Forces are in eV/Å.

Calculated values
total charge: 0
E_tot: -1470.68175 Eh
molar mass: 358.46 g mol⁻¹
energy relative to the best compared isomer or geometry (same formula, charge and spin): 58.6 kJ/mol
E_HOMO: -8.243 eV
SMILES: CC[C@H]1CCc2c(sc(NC(=O)[C@H]3CC=CC[C@@H]3C(=O)O)c2C#N)C1
HOMO-LUMO gap: 0.3260 Ha